Entry 1:
{
  "formula": "C3H2ErO4",
  "method": "ωB97M-V with the def2-TZVPD basis set",
  "gap_ha": [0.228, 0.232],
  "multiplicity": 4,
  "e_homo_ev": [-13.03, -13.03],
  "lumo_ev": [-6.8, -6.7],
  "e_tot_ev": -38943.657,
  "total_charge": 1,
  "elements": ["H", "C", "C", "O", "C", "O", "O", "Er", "O", "H"],
  "xyz": [[0.88375, 0.10953, 2.96136], [1.08322, 0.66396, 1.98745], [-0.36293, 0.89620, 1.64319], [-0.46409, 0.42173, 0.43140], [-1.54778, 0.06472, -0.53575], [-2.68175, 0.36660, -0.30911], [-0.90786, -0.51112, -1.44685], [1.19102, -0.57452, -0.78166], [1.87357, 0.00066, 1.07758], [1.46230, 1.66880, 2.28529]]
}

=====

Entry 2:
{
  "formula": "C23H22HfN7O12S2",
  "method": "ωB97M-V with the def2-TZVPD basis set",
  "gap_ha": 0.181,
  "e_homo_ev": -9.73,
  "lumo_ev": -4.8,
  "e_tot_ev": -82180.428,
  "total_charge": 1,
  "relative_energy_ev": 0.683,
  "elements": ["Hf", "O", "C", "O", "C", "C", "N", "N", "C", "C", "O", "O", "H", "H", "H", "O", "C", "O", "C", "C", "C", "N", "C", "C", "C", "O", "O", "H", "H", "H", "S", "C", "C", "N", "C", "H", "H", "H", "C", "C", "S", "O", "O", "C", "C", "N", "C", "N", "C", "C", "N", "O", "O", "C", "H", "H", "H", "H", "H", "H", "H", "H", "H", "H", "H", "H", "H"],
  "xyz": [[0.24010, 0.02980, 0.48030], [-2.53140, 4.66370, -0.90640], [-1.47560, 5.08700, -0.24710], [-1.35650, 6.21230, 0.15080], [-0.39640, 4.08650, 0.06840], [0.77010, 4.41090, 0.75480], [1.45650, 3.28350, 0.96360], [0.82070, 2.22560, 0.44420], [-0.30600, 2.69320, -0.12590], [-1.07040, 1.73540, -0.98330], [-2.18230, 2.01010, -1.39820], [-0.41480, 0.64230, -1.22360], [-2.53410, 3.72130, -1.19810], [1.10640, 5.38170, 1.06160], [2.38260, 3.14370, 1.39590], [-6.04520, -3.29060, -0.36470], [-4.99090, -3.87060, -0.22580], [-4.58320, -5.00760, -0.13240], [-3.75140, -2.80010, -0.07230], [-3.99240, -1.43650, 0.00760], [-2.93160, -0.57670, 0.24190], [-1.67620, -1.01530, 0.40580], [-1.44810, -2.34490, 0.31020], [-2.45200, -3.26660, 0.07280], [-0.01760, -2.77910, 0.54580], [0.32470, -3.92800, 0.51830], [0.77800, -1.77080, 0.84470], [-4.99710, -1.06380, -0.12330], [-3.09080, 0.49570, 0.29850], [-2.23610, -4.32370, 0.00520], [-1.64340, 0.02210, 4.74070], [-1.09600, 1.62240, 4.45660], [-0.46730, 1.70760, 3.25720], [-0.39210, 0.53540, 2.55170], [-0.98330, -0.44150, 3.24230], [-1.25860, 2.40200, 5.17240], [-0.03620, 2.61530, 2.87300], [-1.01440, -1.46160, 2.90390], [6.01730, 5.21500, 1.78940], [6.16760, 3.89530, 2.51890], [5.28200, 2.58680, 1.62310], [5.47390, 2.70780, 0.20930], [3.87780, 2.55320, 2.03720], [6.01480, 1.00110, 2.21670], [5.91750, -0.07080, 1.13920], [4.64550, -0.00190, 0.45050], [3.43700, -0.21680, 0.99810], [2.46200, 0.09630, 0.14580], [3.06560, 0.53720, -0.99300], [4.42550, 0.48360, -0.82160], [5.41860, 0.88790, -1.77660], [4.98910, 1.46190, -2.74330], [6.57440, 0.60650, -1.55760], [3.18950, -0.70640, 2.37160], [6.39050, 6.02580, 2.41320], [4.97370, 5.40690, 1.55400], [6.57760, 5.20180, 0.85590], [5.74860, 3.91090, 3.52320], [7.20890, 3.58810, 2.55680], [5.46850, 0.74690, 3.12110], [7.05560, 1.18680, 2.45940], [6.04650, -1.06460, 1.57750], [6.68860, 0.08380, 0.38100], [2.52140, 0.86190, -1.86240], [4.06620, -1.20690, 2.77500], [2.35870, -1.41430, 2.35010], [2.92280, 0.13050, 3.02110]]
}

=====

Entry 3:
{
  "formula": "C36H45F27O18",
  "method": "ωB97M-V with the def2-TZVPD basis set",
  "gap_ha": 0.391,
  "e_homo_ev": -10.72,
  "lumo_ev": -0.1,
  "e_tot_ev": -148279.586,
  "relative_energy_ev": 13.188,
  "elements": ["C", "C", "O", "C", "O", "C", "F", "F", "F", "H", "H", "H", "H", "H", "C", "C", "O", "C", "O", "C", "F", "F", "F", "H", "H", "H", "H", "H", "C", "C", "O", "C", "O", "C", "F", "F", "F", "H", "H", "H", "H", "H", "C", "C", "O", "C", "O", "C", "F", "F", "F", "H", "H", "H", "H", "H", "C", "C", "O", "C", "O", "C", "F", "F", "F", "H", "H", "H", "H", "H", "C", "C", "O", "C", "O", "C", "F", "F", "F", "H", "H", "H", "H", "H", "C", "C", "O", "C", "O", "C", "F", "F", "F", "H", "H", "H", "H", "H", "C", "C", "O", "C", "O", "C", "F", "F", "F", "H", "H", "H", "H", "H", "C", "C", "O", "C", "O", "C", "F", "F", "F", "H", "H", "H", "H", "H"],
  "xyz": [[5.47428, -1.09736, 5.77989], [4.32460, -0.24679, 5.55966], [3.59661, -0.48820, 4.43707], [2.22357, -0.23004, 4.31056], [1.61167, 0.41727, 5.10547], [1.66268, -0.66674, 2.97332], [0.67133, 0.17618, 2.46811], [2.52652, -0.88085, 1.95736], [1.04126, -1.90512, 3.12897], [4.98465, -2.15148, 5.77825], [5.89489, -1.19813, 6.70296], [6.24618, -1.01905, 4.88795], [4.73785, 0.76566, 5.62770], [3.64794, -0.36833, 6.48153], [2.24058, 2.92906, -0.63857], [1.46765, 1.62335, -0.97392], [1.96487, 0.34535, -0.59010], [2.64843, -0.37298, -1.56838], [2.78264, -0.00479, -2.73419], [3.11258, -1.81924, -1.20316], [2.21548, -2.47590, -0.45589], [3.30039, -2.52198, -2.38432], [4.37798, -1.71146, -0.50197], [3.20045, 3.19588, -1.14459], [2.57199, 2.84474, 0.27896], [1.55962, 3.76789, -0.90607], [1.01845, 1.65561, -1.89811], [0.52075, 1.82991, -0.43504], [-2.28340, 0.24039, -0.03521], [-3.35035, 0.95045, 0.86561], [-4.26282, 1.52955, -0.10282], [-5.47767, 1.88326, 0.45977], [-5.84215, 1.74626, 1.58077], [-6.45595, 2.45666, -0.62971], [-5.83715, 3.35261, -1.58545], [-7.03326, 1.38385, -1.16210], [-7.46387, 3.25614, -0.11834], [-1.28062, 0.14578, 0.51281], [-2.29545, 0.62857, -1.21468], [-2.49798, -0.87613, -0.05548], [-2.93048, 1.69875, 1.36556], [-3.77919, 0.15735, 1.42835], [-2.88944, 3.80981, -3.62317], [-1.40387, 3.98633, -3.59519], [-0.79849, 3.14979, -4.59832], [-0.76628, 1.86574, -4.45594], [-1.34467, 1.22012, -3.66102], [0.14458, 1.09935, -5.53253], [0.88412, 0.11267, -5.00783], [-0.62909, 0.72695, -6.62612], [1.08337, 2.11417, -5.87588], [-3.26608, 4.67710, -3.04394], [-3.20097, 2.95666, -3.19447], [-3.33891, 3.92742, -4.61196], [-0.93303, 3.73462, -2.67569], [-1.13894, 4.99696, -3.73272], [3.47574, -5.88056, -2.18977], [2.40932, -6.88051, -1.91024], [1.31063, -6.81081, -2.83928], [0.33127, -7.79740, -2.70283], [0.26620, -8.69901, -1.97185], [-0.85369, -7.51906, -3.69554], [-1.80429, -8.48864, -3.70963], [-1.39549, -6.39671, -3.29124], [-0.42286, -7.31752, -4.97905], [3.87948, -5.92462, -3.23696], [4.21558, -6.16217, -1.53268], [3.23197, -4.84383, -2.09501], [2.09498, -6.89663, -0.98311], [2.89103, -7.70556, -2.09837], [-5.49435, 6.67977, 1.94627], [-5.00564, 5.24848, 1.54469], [-3.62957, 5.08579, 2.03616], [-2.60275, 4.94866, 1.15458], [-2.63041, 5.10579, -0.09018], [-1.36673, 4.58270, 1.90669], [-0.79738, 3.43825, 1.29823], [-0.44096, 5.60008, 1.65606], [-1.53798, 4.36539, 3.13551], [-6.45741, 6.87945, 1.41023], [-4.77899, 7.33489, 1.61022], [-5.57523, 7.02631, 3.10143], [-4.81532, 5.34408, 0.35191], [-5.68145, 4.50954, 2.07000], [3.01890, 5.13893, 3.54083], [2.52321, 3.78164, 3.53132], [3.34980, 2.88023, 2.81725], [4.62059, 2.54103, 3.26744], [5.14813, 2.87229, 4.40734], [5.39651, 1.52633, 2.32022], [6.14936, 2.24289, 1.40487], [6.20448, 0.78819, 2.97951], [4.49894, 0.82704, 1.57385], [2.25269, 5.96813, 4.02495], [3.37441, 5.30435, 2.63679], [4.06336, 5.21411, 4.11732], [1.46621, 3.73325, 3.36725], [2.57335, 3.37904, 4.69100], [-1.50068, -2.08942, 4.77466], [-2.33695, -2.45293, 3.63615], [-1.56490, -2.79944, 2.56893], [-1.96507, -3.62812, 1.65397], [-3.18326, -3.82316, 1.44773], [-0.85306, -4.13427, 0.77229], [-0.15868, -3.06100, 0.39115], [-0.14735, -4.97739, 1.42587], [-1.17495, -4.65286, -0.47801], [-1.11670, -1.10011, 4.82897], [-0.59737, -2.72573, 5.03091], [-1.99637, -2.25758, 5.71001], [-3.05735, -1.76485, 3.49821], [-2.99634, -3.34561, 3.77849], [1.83051, -3.54448, -5.29143], [0.88975, -3.49160, -4.05192], [-0.50458, -3.04883, -4.45560], [-1.42412, -2.49544, -3.55757], [-1.12660, -2.20449, -2.33073], [-2.67515, -1.85026, -4.18705], [-3.33644, -1.06717, -3.27472], [-2.43342, -1.16769, -5.32364], [-3.46749, -2.97263, -4.52014], [1.49833, -4.58901, -5.75858], [2.95408, -3.46869, -5.17236], [1.62176, -2.64092, -5.69102], [1.44170, -2.58850, -3.53097], [0.68720, -4.40506, -3.58753]]
}

=====

Entry 4:
{
  "formula": "C20H20N2O3S",
  "method": "ωB97M-V with the def2-TZVPD basis set",
  "gap_ha": 0.291,
  "e_homo_ev": -8.56,
  "lumo_ev": -0.7,
  "e_tot_ev": -41001.981,
  "relative_energy_ev": 21.603,
  "elements": ["C", "C", "C", "H", "H", "O", "C", "O", "C", "C", "N", "C", "N", "C", "O", "C", "C", "H", "H", "S", "H", "H", "C", "C", "C", "C", "C", "C", "C", "C", "C", "H", "H", "H", "H", "H", "H", "H", "H", "C", "H", "H", "H", "H", "H", "H"],
  "xyz": [[1.11367, -2.42463, -5.78969], [1.42000, -2.86202, -4.62905], [2.23002, -2.24169, -3.59970], [3.24155, -2.84279, -3.56959], [2.63277, -1.11411, -4.19215], [1.82033, -2.28006, -2.48926], [1.06015, -1.33661, -2.26768], [0.52559, -0.36508, -3.16391], [0.15903, -1.25054, -1.00456], [0.44012, -2.10944, 0.07449], [-0.33743, -2.13722, 1.32695], [-1.29882, -1.22937, 1.31411], [-1.58559, -0.22274, 0.26466], [-2.99331, 0.00303, 0.28210], [-3.35079, 0.74580, -0.84954], [-3.77988, -0.38889, 1.35650], [-3.09640, 0.15056, 2.67385], [-2.78626, 1.05752, 2.67393], [-4.07648, -0.00637, 3.58809], [-1.82175, -1.17017, 3.07350], [-4.17265, -1.33567, 1.23515], [-4.77923, 0.06098, 1.23017], [-0.72437, -0.15622, -0.58314], [0.25305, 0.95833, -0.21598], [0.00687, 1.69835, 0.85235], [1.10167, 2.82948, 1.36914], [1.42024, 3.18551, 2.59836], [1.92033, 4.09929, 3.13932], [2.83276, 4.82192, 2.12546], [2.66008, 4.63551, 0.83728], [1.68117, 3.55490, 0.39326], [1.63707, 3.43530, -0.78535], [3.07517, 5.22901, 0.10049], [3.43392, 5.80646, 2.37779], [2.22857, 4.36523, 4.07770], [0.62956, 2.38319, 3.52228], [-0.38936, 1.34264, 1.67769], [0.89638, 1.34016, -0.96616], [-1.24911, 0.13144, -1.55578], [1.22246, -3.58683, 0.01633], [1.10984, -4.01185, -0.71649], [1.24536, -4.20280, 0.99015], [2.35897, -3.18555, -0.21139], [1.19432, -3.92417, -4.52109], [0.32701, -2.97153, -6.66512], [1.44005, -1.28805, -6.07153]]
}

=====

Entry 5:
{
  "formula": "C2H4NO2",
  "method": "ωB97M-V with the def2-TZVPD basis set",
  "gap_ha": [0.349, 0.349],
  "e_homo_ev": [-16.76, -16.76],
  "lumo_ev": [-7.3, -7.3],
  "e_tot_ev": -7710.441,
  "total_charge": 1,
  "relative_energy_ev": 5.516,
  "elements": ["C", "C", "N", "O", "O", "H", "H", "H", "H"],
  "xyz": [[-0.26544, -1.14663, 0.25394], [0.91853, 1.15148, -0.08203], [-1.27612, -0.46179, 0.04999], [-2.42275, -0.18648, -0.19537], [-0.25430, 1.29494, 0.18642], [-0.39001, -2.11908, -0.02540], [0.73315, -0.80017, 0.58030], [1.55673, 1.99607, -0.16506], [1.40021, 0.27167, -0.60278]]
}

=====

Entry 6:
{
  "formula": "C11H18N4SbSe4Sm",
  "method": "ωB97M-V with the def2-TZVPD basis set",
  "gap_ha": [0.186, 0.188],
  "multiplicity": 6,
  "e_homo_ev": [-6.42, -6.45],
  "lumo_ev": [-1.3, -1.3],
  "e_tot_ev": -303489.308,
  "relative_energy_ev": 0.000,
  "elements": ["Sm", "C", "C", "N", "C", "C", "C", "C", "C", "C", "C", "N", "C", "C", "N", "N", "H", "H", "H", "H", "H", "H", "H", "H", "H", "H", "H", "H", "H", "H", "H", "H", "H", "H", "Se", "Sb", "Se", "Se", "Se"],
  "xyz": [[-0.63751, 1.27546, 0.89190], [-0.96495, -1.99886, 1.66582], [0.53827, -1.90646, 1.65571], [1.07722, -0.51425, 1.88273], [2.42692, -0.24812, 1.23857], [2.34817, -0.09331, -0.23952], [3.32431, -0.49550, -1.16091], [3.14162, -0.19447, -2.49388], [1.92640, 0.26146, -2.91318], [0.93022, 0.62074, -1.97841], [-0.40142, 1.08507, -2.41735], [-1.53417, 0.86992, -1.48572], [-2.22534, -0.44149, -1.63483], [-1.77333, -1.51499, -0.59146], [-1.67788, -1.05203, 0.80881], [1.23768, 0.56949, -0.67108], [-1.21317, -3.05112, 1.37926], [-1.33432, -1.82841, 2.70966], [0.93889, -2.54678, 2.48308], [1.02621, -2.33535, 0.74498], [1.20883, -0.31543, 2.88226], [2.91612, 0.58257, 1.79228], [3.05053, -1.13672, 1.49083], [4.22143, -0.94322, -0.82837], [3.89980, -0.55526, -3.18304], [1.74666, 0.50764, -3.95411], [-0.42985, 2.12121, -2.76986], [-0.61396, 0.52208, -3.33294], [-2.21877, 1.63431, -1.61130], [-3.32397, -0.34959, -1.59413], [-1.96867, -0.85081, -2.63954], [-2.50129, -2.34452, -0.64194], [-0.78404, -1.90614, -0.88472], [-2.64486, -0.85681, 1.17921], [0.33143, 2.84338, 3.32465], [-1.98703, 3.69732, 3.02349], [-1.90292, 4.00767, 0.54339], [-3.10242, 1.46025, 2.98001], [-3.05083, 5.42110, 4.34966]]
}